[1]
Here is a cluster of 13 separate species, C28H49Cl12N3O18 in total in a non-equilibrium geometry from the OMol25 dataset. Energies are from wB97M-V/def2-TZVPD.

Last column: Mulliken charge in e.
Positions of all 110 atoms, in Å:
C  -1.597453  -3.623281  0.079321  0.96
C  -3.013156  -3.949094  -0.051816  -0.07
N  -4.134086  -4.169061  -0.162502  -0.62
H  -1.334588  -3.317290  1.091622  -0.29
H  -1.421783  -2.720545  -0.509931  -0.05
H  -1.044027  -4.488880  -0.270351  -0.03
C  -2.931073  0.818540  -4.036041  -0.92
C  -1.697606  0.151406  -3.599282  0.31
N  -0.727946  -0.350097  -3.258083  -0.22
H  -2.788139  1.101218  -5.080365  0.46
H  -3.002204  1.755383  -3.484971  0.16
H  -3.799496  0.183706  -3.905340  0.36
C  6.692322  -1.781644  -2.270291  -0.90
C  5.374508  -2.397903  -2.049240  0.40
N  4.369941  -2.930997  -1.898224  -0.35
H  6.825653  -1.791679  -3.352112  0.27
H  7.455306  -2.398655  -1.803835  0.33
H  6.685159  -0.769722  -1.875930  0.28
C  -0.535325  1.527630  2.198602  0.13
O  0.676293  1.311710  1.526612  0.18
C  0.870503  0.160789  0.865328  0.31
O  0.129561  -0.784453  0.923916  -0.16
O  2.013897  0.253044  0.242075  -0.31
C  2.245875  -0.652849  -0.838459  -0.29
H  -1.397187  1.191575  1.614511  -0.29
H  -0.601260  2.562483  2.513360  -0.11
H  -0.718115  0.964718  3.123064  0.17
H  3.106375  -0.421421  -1.462870  0.24
H  1.402619  -0.680288  -1.529073  0.00
H  2.449167  -1.637469  -0.419304  0.27
C  1.138801  -4.272536  -2.470814  -0.28
O  0.970825  -5.679183  -2.336951  -0.40
C  -0.268711  -6.125152  -2.374801  0.91
O  -1.231293  -5.509840  -2.719761  -0.56
O  -0.248432  -7.405379  -2.026443  -0.37
C  -1.450894  -8.114803  -2.142728  -0.71
H  0.774125  -3.765434  -1.576813  0.02
H  0.602263  -3.897503  -3.341620  0.41
H  2.190086  -4.020156  -2.565823  0.20
H  -1.991892  -7.923192  -3.068556  0.30
H  -2.139177  -7.872996  -1.320599  0.30
H  -1.275156  -9.175406  -1.969415  0.26
C  1.181384  2.558547  -1.969931  0.39
O  1.254173  2.738156  -3.358931  -0.28
C  0.346835  3.506328  -3.978483  0.82
O  -0.737662  3.795849  -3.562290  -0.60
O  0.874904  3.827762  -5.145732  -0.37
C  0.080834  4.563825  -6.047926  -0.75
H  0.247218  2.101793  -1.623887  -0.70
H  1.171011  3.537475  -1.472539  0.41
H  2.017076  2.001429  -1.556834  0.11
H  0.650721  5.338587  -6.559527  0.28
H  -0.741681  5.102081  -5.576998  0.33
H  -0.331605  3.914585  -6.820079  0.27
C  1.433108  7.823800  0.610640  -0.69
O  1.681258  6.479172  0.277606  -0.27
C  2.260711  5.742357  1.211219  0.83
O  2.512391  6.098939  2.343374  -0.61
O  2.490791  4.530810  0.727319  -0.16
C  3.133498  3.609366  1.597118  -0.38
H  1.063089  8.378105  -0.247342  0.25
H  2.327799  8.358441  0.940300  0.30
H  0.725308  7.948546  1.432006  0.26
H  3.631962  2.821914  1.037374  0.22
H  2.392911  3.129201  2.230608  -0.12
H  3.866711  4.057202  2.264482  0.42
C  -3.194186  -1.738872  6.744462  -0.43
O  -2.753999  -2.799061  5.902883  -0.34
C  -2.481769  -2.557313  4.632443  0.76
O  -1.960237  -3.321166  3.879078  -0.51
O  -2.910383  -1.344986  4.261555  -0.49
C  -2.792191  -1.056149  2.850180  0.13
H  -3.452963  -2.149625  7.718052  0.23
H  -4.157047  -1.336904  6.420262  0.29
H  -2.447375  -0.957098  6.789459  0.07
H  -3.330087  -1.818758  2.296623  0.39
H  -1.732276  -1.027837  2.597318  -0.34
H  -3.193728  -0.052882  2.744712  0.30
C  -5.094188  -1.310645  -0.543495  -0.96
O  -3.892096  -0.591196  -0.254450  -0.11
C  -3.458299  0.290436  -1.124743  0.81
O  -3.770538  0.365113  -2.283694  -0.65
O  -2.593661  1.104512  -0.535928  -0.31
C  -1.912370  2.004898  -1.387972  -0.73
H  -5.338644  -1.902667  0.328014  0.27
H  -4.898072  -1.923816  -1.420686  0.39
H  -5.925998  -0.645445  -0.784409  0.33
H  -1.315679  1.497069  -2.155058  -0.37
H  -1.134999  2.499862  -0.808997  0.67
H  -2.609626  2.676221  -1.883347  0.53
C  0.251098  5.102044  4.763584  0.05
Cl  -1.079817  5.384778  3.643445  -0.16
Cl  1.069795  3.575271  4.419214  -0.02
Cl  -0.342195  5.199795  6.432794  -0.14
H  0.956310  5.901638  4.570846  0.26
C  0.660183  -0.097494  6.859433  -0.20
Cl  1.052286  0.007418  5.161955  0.00
Cl  0.103017  -1.721574  7.285388  -0.08
Cl  -0.538309  1.157252  7.250647  -0.14
H  1.527533  0.144573  7.459923  0.40
C  2.814958  -0.354643  -5.053753  0.01
Cl  4.089643  -0.827054  -6.229278  -0.16
Cl  2.192402  -1.714868  -4.111874  0.03
Cl  1.493453  0.498843  -5.825255  -0.08
H  3.291722  0.292123  -4.329040  0.13
C  1.660597  -3.487336  2.510815  1.21
Cl  1.567911  -4.621872  1.191914  -0.08
Cl  3.146040  -2.578751  2.432749  -0.15
Cl  1.428122  -4.302807  4.062545  -0.13
H  0.848590  -2.780626  2.364088  -0.93

Atomic forces in eV per Å
-0.4 0.5 -0.1
0.0 0.2 0.3
0.0 -0.2 0.0
-0.2 -0.5 0.2
0.3 -0.3 -0.3
0.3 0.2 0.1
1.8 1.0 -3.7
-1.0 0.0 -1.1
0.6 -0.4 0.3
0.2 -0.1 -0.4
-0.2 -0.2 -0.7
0.5 0.2 -1.6
-0.8 -0.4 -0.3
0.3 -0.1 0.2
0.0 0.1 0.0
0.3 0.3 0.0
0.1 0.1 0.1
0.2 0.0 0.0
-1.9 -0.7 0.7
0.8 0.3 -0.1
-0.7 0.1 1.2
-0.2 -0.3 -0.3
1.1 0.8 -1.0
-0.3 -1.3 -0.2
0.2 0.5 -0.5
0.1 0.2 -0.5
1.0 -0.2 0.0
0.2 0.8 0.6
-0.3 0.0 0.3
-0.2 -0.1 -0.1
-0.3 0.7 -0.1
1.0 0.0 0.4
0.2 -0.4 -0.4
-0.9 0.5 0.0
0.7 -0.4 0.1
-1.6 -0.4 0.9
-0.1 0.0 0.0
-0.1 -0.1 0.0
0.1 -0.5 0.0
0.3 0.0 -0.1
0.1 0.4 -0.2
0.5 0.1 -0.5
-1.1 0.9 1.7
0.6 -0.1 -0.7
0.5 -0.9 0.5
-0.4 0.3 0.3
0.4 0.3 -0.4
-0.9 0.8 -0.8
1.0 -0.2 -0.7
0.2 0.0 -0.1
0.2 -0.1 -0.7
0.6 -0.3 0.2
0.0 -0.3 0.3
0.0 -0.2 0.1
0.1 1.5 0.8
0.0 -0.2 -0.6
0.1 -0.1 1.2
-0.1 0.1 -0.5
0.2 0.0 -0.6
0.1 -0.7 1.0
-0.1 -0.5 -0.3
0.2 -0.4 -0.1
-0.1 -0.4 -0.1
-0.2 0.3 -0.5
-0.1 0.0 -0.1
0.0 0.4 -0.2
-1.1 0.3 0.0
0.3 -0.7 0.5
-0.5 1.0 -0.5
0.4 -0.8 -0.1
-0.2 0.4 0.0
0.5 0.0 0.8
0.7 -0.3 0.1
0.2 0.1 -0.5
-0.1 0.1 0.2
0.0 0.1 -0.3
-0.1 -0.2 -0.3
-0.3 -0.1 -0.2
-0.1 0.0 -1.0
0.0 0.2 1.2
-0.1 -0.2 0.6
-2.3 -0.8 5.0
0.2 -0.5 0.6
0.6 0.3 -0.5
0.2 -0.1 0.0
-0.2 -0.3 0.2
0.2 0.2 0.1
-0.7 0.1 0.5
-0.9 0.4 0.5
0.1 0.3 0.4
0.0 0.3 -0.1
-0.2 -0.1 -0.2
-0.2 0.2 0.4
0.3 -0.1 -0.3
0.1 -0.1 0.2
-0.3 0.2 0.3
0.3 -0.2 -0.3
0.2 0.2 0.0
-0.1 -0.2 0.1
0.1 -0.2 -0.1
0.1 -0.1 0.2
-0.5 0.0 0.4
0.3 0.0 -0.5
0.2 0.0 -0.2
0.0 0.2 -0.2
-0.8 0.1 0.2
0.1 -0.5 -0.4
0.5 0.3 0.2
0.2 0.2 -0.1
0.0 0.0 0.2

Output
**LUMO energy**: 0.2 eV
**Energy**: -221421.5937 eV
**Net charge**: 0
**Frontier orbital gap**: 0.3957 Eh

---

[2]
Here is a cluster of 7 separate species, C32H58ClN10O2 in total in a non-equilibrium geometry from the OMol25 dataset. Energies are from wB97M-V/def2-TZVPD.

Last column: Mulliken charge in e.
Positions of all 103 atoms, in Å:
C  7.058246  1.990183  -6.335363  -1.20
C  6.738873  0.493749  -6.399614  0.13
N  6.206520  -0.084927  -5.204424  0.34
C  6.843783  -0.308394  -3.970933  -0.46
C  5.968247  -1.036604  -3.224076  -0.28
N  4.794748  -1.159934  -3.893003  0.31
C  4.884401  -0.531028  -5.091958  -0.29
C  3.577192  -1.682377  -3.342811  -0.78
H  7.371000  2.342355  -7.318341  0.37
H  7.849540  2.322496  -5.663399  0.39
H  6.231423  2.663804  -6.110192  0.28
H  7.727025  0.108637  -6.651335  0.27
H  6.106878  0.223676  -7.245626  -0.09
H  7.893915  -0.097805  -3.832103  0.43
H  6.149039  -1.622887  -2.335270  0.44
H  4.174839  -0.554942  -5.905807  0.20
H  2.656142  -1.199642  -3.669527  -0.02
H  3.570796  -1.534020  -2.262973  0.43
H  3.580797  -2.712252  -3.699809  0.43
C  2.110692  -0.953846  -14.515550  -0.85
C  2.660782  0.379591  -13.908163  -0.52
N  3.230369  0.174322  -12.604718  0.27
C  4.493111  0.580625  -12.228839  -0.56
C  4.627506  0.311732  -10.894819  -0.24
N  3.414125  -0.090597  -10.383211  0.38
C  2.557818  -0.182636  -11.454600  -0.42
C  3.072212  -0.264011  -9.006200  -0.66
H  1.469810  -1.461572  -13.794728  0.12
H  2.893708  -1.612164  -14.891855  0.31
H  1.432641  -0.683169  -15.324918  0.41
H  1.840713  1.090492  -13.807166  0.32
H  3.356910  0.874455  -14.585363  0.38
H  5.213074  1.105614  -12.839121  0.42
H  5.392054  0.339151  -10.132517  0.41
H  1.516223  -0.466456  -11.424105  0.54
H  3.035244  0.638106  -8.395538  0.54
H  3.863944  -0.824362  -8.508951  0.12
H  2.174827  -0.871518  -8.888982  -0.05
C  1.916825  -2.131952  1.496038  -1.15
C  1.156495  -3.314781  0.964950  -0.40
N  0.853648  -3.238832  -0.499350  0.33
C  0.331564  -2.168923  -1.273241  -1.32
C  0.526617  -2.519336  -2.633792  -0.19
N  0.939208  -3.845285  -2.724425  0.52
C  1.120013  -4.262413  -1.368650  -0.35
C  1.138423  -4.654996  -3.896546  -0.97
H  1.925296  -2.024665  2.580721  0.39
H  1.421584  -1.224487  1.150614  0.31
H  2.979501  -2.087542  1.257588  0.30
H  0.223184  -3.337522  1.527528  0.27
H  1.556974  -4.296276  1.218700  0.42
H  -0.011817  -1.267770  -0.787013  0.54
H  0.430545  -1.944798  -3.543228  0.70
H  1.637157  -5.198172  -1.215991  0.48
H  0.639576  -5.619556  -3.802375  0.43
H  2.210080  -4.801074  -4.031925  0.35
H  0.570507  -4.208601  -4.712815  0.29
C  3.998522  -4.313110  -11.334507  -0.93
C  2.851399  -4.982211  -10.637280  -0.59
N  1.624810  -4.085741  -10.677774  0.28
C  0.866931  -3.893634  -11.834527  -0.43
C  -0.196499  -3.059795  -11.425798  -0.38
N  -0.085596  -2.709289  -10.109856  0.19
C  1.056331  -3.357535  -9.652753  -0.55
C  -0.977830  -1.883154  -9.421427  -0.64
H  4.272481  -3.478054  -10.689742  0.22
H  3.753727  -3.869134  -12.299421  0.30
H  4.810718  -4.984219  -11.613893  0.40
H  3.044070  -5.308614  -9.615307  0.37
H  2.610389  -5.888155  -11.193412  0.34
H  0.949758  -4.435646  -12.764995  0.51
H  -1.066464  -2.759154  -11.990744  0.44
H  1.441074  -3.226949  -8.652096  0.51
H  -1.120739  -2.156152  -8.375888  0.23
H  -1.921116  -1.877120  -9.967568  0.33
H  -0.508822  -0.905906  -9.535946  0.34
C  -2.821922  -4.331557  -1.877626  -0.88
C  -3.943401  -3.320225  -2.144203  -0.60
N  -3.455645  -2.033532  -2.478030  0.28
C  -3.328706  -0.907539  -1.659740  -0.43
C  -2.657690  0.076171  -2.351044  -0.36
N  -2.361250  -0.451833  -3.580051  0.26
C  -2.928786  -1.704959  -3.656921  -0.28
C  -1.622045  0.168971  -4.605485  -0.92
H  -2.164720  -4.463819  -2.737098  0.23
H  -3.315209  -5.289975  -1.715774  0.46
H  -2.328241  -4.191375  -0.915995  0.22
H  -4.571858  -3.215949  -1.259742  0.35
H  -4.512445  -3.557388  -3.043112  0.32
H  -3.644195  -0.843770  -0.628815  0.44
H  -2.302687  1.029303  -1.987842  0.49
H  -3.038659  -2.379742  -4.492984  0.38
H  -2.367972  0.657768  -5.232188  0.41
H  -1.244050  -0.567973  -5.314101  0.18
H  -0.820447  0.796116  -4.215299  0.42
C  1.800634  1.821035  -5.383441  -0.22
C  2.715178  2.946292  -5.996366  0.28
O  2.391560  4.130372  -5.982834  -0.72
O  3.711155  2.684450  -6.716041  -0.67
H  1.387570  2.258859  -4.474714  0.32
H  2.422662  0.950816  -5.173915  -0.08
H  0.985058  1.429286  -5.991279  0.15
Cl  1.260739  -1.500493  -6.261273  -0.73

Atomic forces in eV per Å
-0.8 1.3 -0.2
1.6 1.6 -1.0
-3.0 -1.1 2.0
-0.6 -0.8 -1.6
1.0 0.0 0.5
-0.4 2.2 -1.9
3.5 -0.2 0.5
-0.6 -0.7 0.2
0.1 -0.3 -0.2
0.2 -0.8 0.2
-0.6 -0.5 0.1
-0.1 -1.0 0.4
-0.3 0.3 0.3
-0.2 0.1 0.1
-0.1 0.5 0.2
-0.3 0.3 0.3
0.5 0.3 -0.7
0.3 -0.5 0.0
-0.6 -0.3 0.7
0.0 1.1 0.1
-1.5 -0.8 -1.3
0.3 0.6 2.9
0.4 -0.5 1.0
-0.4 0.2 1.1
-1.3 0.1 -3.8
1.6 0.4 -0.2
0.2 -0.9 1.6
0.2 -0.1 0.2
-0.1 0.1 0.1
0.2 -0.1 -0.2
-0.1 -0.1 0.1
0.3 -0.3 0.3
-0.2 -0.4 -0.4
0.5 0.6 -0.7
0.2 0.0 0.1
-0.4 0.6 -0.4
0.1 -0.3 -0.2
-0.1 0.3 -0.1
0.7 0.9 -0.1
-1.0 -0.3 0.9
-0.2 -1.5 -2.6
1.8 -1.5 -1.3
-0.8 -0.3 1.7
-0.4 1.2 5.5
0.2 1.9 -2.4
-0.4 -0.6 -0.4
-0.5 -0.6 0.1
0.2 0.2 -0.1
-0.1 -0.1 -0.5
-0.4 0.1 -0.4
0.5 0.1 -0.6
0.2 0.0 -0.3
-0.3 0.1 -0.1
-0.3 0.0 0.7
0.2 -0.1 0.5
-0.2 0.1 -0.6
0.8 0.4 -0.2
0.3 1.0 0.0
-0.9 -0.3 -0.7
-0.9 0.7 0.7
-2.0 1.4 2.3
0.9 -1.0 -1.4
4.1 -4.3 -1.3
-0.6 0.0 -1.6
-0.8 1.8 0.5
0.8 0.0 -0.2
-0.6 0.0 0.0
0.1 0.0 0.8
0.0 0.4 0.0
-0.5 0.0 0.1
0.4 0.1 0.2
0.1 0.0 -0.1
0.0 -0.1 0.1
0.3 0.0 -0.2
0.0 0.0 0.2
-0.6 0.5 0.7
-1.0 -0.6 0.2
-0.2 -1.1 0.1
1.2 3.9 0.2
0.5 0.2 0.0
-0.3 -1.5 0.5
-1.7 -2.8 1.2
0.7 1.1 0.6
-0.2 0.4 -2.3
0.2 0.2 0.2
-0.1 -0.2 -0.2
0.4 0.5 -0.3
-0.2 -0.1 -0.3
-0.4 -0.8 0.4
-0.2 -0.4 -0.2
-0.1 0.0 -0.3
0.5 0.4 -0.3
0.4 1.0 0.1
0.6 -0.2 0.5
-0.2 0.1 -0.2
1.0 0.6 0.4
-0.3 1.5 -2.4
-2.1 0.6 2.1
1.6 -3.6 -0.2
-0.1 -0.2 0.2
0.0 -0.1 0.3
0.1 0.5 -0.4
-0.1 -0.6 0.0

Output
**Energy above the lowest of the compared OMol25 structures with the same formula, charge and spin**: 442.86 kJ/mol
**LUMO energy**: -6.8 eV
**Energy**: -65616.8708 eV
**Net charge**: +3
**Frontier orbital gap**: 0.1629 Eh

---

[3]
Here is a cluster of 2 separate species, C7H12N2O in total in a non-equilibrium geometry from the OMol25 dataset. Energies are from wB97M-V/def2-TZVPD.

Last column: Mulliken charge in e.
Positions of all 22 atoms, in Å:
C  -1.361871  1.113838  0.882944  0.07
C  0.998682  1.116270  0.424622  -0.35
C  -0.705465  -2.042521  0.509435  -0.37
C  -0.318890  1.388469  -0.099613  0.01
C  0.596087  -2.286925  -1.414833  -0.78
C  2.202215  1.567697  -0.319110  -1.29
N  0.439163  -1.949874  -0.013972  -0.28
O  -1.039677  0.981990  2.215182  -0.47
C  -2.696608  1.036824  0.494240  0.26
N  -3.811840  1.025034  0.152162  -0.49
H  -1.836856  0.872722  2.748452  0.34
H  1.191287  0.450550  1.254786  0.38
H  -1.586242  -2.432167  -0.015822  0.24
H  -0.841035  -1.706272  1.533722  0.34
H  -0.430317  0.580106  -0.851581  0.09
H  -0.443690  2.341881  -0.617655  0.44
H  -0.328049  -2.643413  -1.892358  0.32
H  1.367094  -3.056803  -1.503607  0.31
H  0.965898  -1.407729  -1.950892  0.23
H  2.882101  2.171974  0.295004  0.36
H  1.929013  2.154847  -1.199853  0.34
H  2.829003  0.723503  -0.631256  0.29

Atomic forces in eV per Å
-1.2 0.1 1.1
2.2 0.6 0.4
0.2 0.0 -0.2
0.0 -1.3 -0.1
0.0 -0.3 0.0
0.2 0.0 -0.1
-0.2 0.2 0.0
0.1 0.1 -0.8
-0.8 0.1 -0.1
0.6 -0.1 0.2
0.0 0.0 -0.2
-0.5 0.0 0.0
0.0 0.1 -0.1
0.0 -0.2 0.1
-0.4 0.4 -0.4
0.1 0.1 0.1
0.1 0.1 0.1
-0.1 0.1 0.0
-0.1 -0.1 0.1
-0.2 0.1 0.0
0.1 0.0 0.0
-0.1 -0.1 -0.2

Output
**Energy above the lowest of the compared OMol25 structures with the same formula, charge and spin**: 466.15 kJ/mol
**LUMO energy (spin up / spin down)**: 0.5 / -0.3 eV
**Energy**: -12476.7285 eV
**Net charge**: 0
**Frontier orbital gap (spin up / spin down)**: 0.3086 / 0.2611 Eh

---

> Number 3 is which compound?

C7H12N2O